Computed, not measured: 3 unconnected molecules or ions with the total composition C16H43N3O9P, with ωB97M-V/def2-TZVPD.

- LUMO energy (eV) = 2.41
- charge = -1
- maximum force (eV/A) = 6.0
- HOMO-LUMO gap (eV) = 5.84
- HOMO level (eV) = -3.436

Bonds (Å) are listed after each position.
Atoms and positions in Å:
1 N -3.986 -0.390 2.745  C2 1.511, H12 1.046, H13 1.047
2 C -3.371 -1.696 3.192  N1 1.511, N3 1.512, N4 1.544, C5 1.635
3 N -4.197 -2.813 2.595  C2 1.512, H14 1.043, H15 1.062
4 N -3.607 -1.770 4.716  C2 1.544, H16 1.058, H17 1.062
5 C -1.755 -1.825 2.982  C2 1.635, C6 1.637, H18 1.192, H19 1.194
6 C -1.144 -1.045 1.679  C5 1.637, O7 1.486, C10 1.672, H20 1.194
7 O -1.274 0.432 1.575  C6 1.486, P8 1.776
8 P -1.971 0.620 -0.048  O7 1.776, O9 1.772, H21 1.467, H22 1.441, H23 1.468, H24 1.454
9 O -1.594 -0.866 -0.937  P8 1.772, C10 1.501
10 C -1.226 -1.792 0.185  C6 1.672, O9 1.501, O11 1.474, H25 1.194
11 O -1.757 -3.165 0.122  C10 1.474, H26 1.003
12 H -5.006 -0.516 2.554  N1 1.046
13 H -3.918 0.354 3.479  N1 1.047
14 H -3.687 -3.359 1.867  N3 1.043
15 H -4.579 -3.458 3.347  N3 1.062
16 H -3.250 -2.702 5.066  N4 1.058
17 H -2.977 -1.047 5.172  N4 1.062
18 H -1.150 -1.456 3.940  C5 1.192
19 H -1.469 -2.979 2.874  C5 1.194
20 H 0.030 -1.140 1.880  C6 1.194
21 H -2.697 1.761 0.521  P8 1.467
22 H -0.891 1.416 -0.572  P8 1.441
23 H -2.645 0.996 -1.297  P8 1.468
24 H -3.214 -0.078 0.240  P8 1.454
25 H -0.078 -1.980 -0.085  C10 1.194
26 H -1.033 -3.714 -0.301  O11 1.003
27 C 1.422 4.372 -4.361  O28 1.414, H36 1.093, H37 1.095, H38 1.094
28 O 0.066 4.444 -4.756  C27 1.414, C29 1.427
29 C -0.586 3.176 -4.687  O28 1.427, C30 1.530, H39 1.095, H40 1.095
30 C -2.099 3.358 -4.550  C29 1.530, O31 1.435, H41 1.096, H42 1.092
31 O -2.505 3.688 -3.214  C30 1.435, C32 1.434
32 C -2.228 5.032 -2.796  O31 1.434, C33 1.531, H43 1.090, H44 1.096
33 C -3.158 6.062 -3.441  C32 1.531, O34 1.429, H45 1.095, H46 1.095
34 O -2.717 6.367 -4.766  C33 1.429, C35 1.419
35 C -3.755 6.916 -5.563  O34 1.419, H47 1.094, H48 1.093, H49 1.092
36 H 1.983 3.705 -5.021  C27 1.093
37 H 1.857 5.375 -4.423  C27 1.095
38 H 1.502 4.030 -3.325  C27 1.094
39 H -0.210 2.596 -3.838  C29 1.095
40 H -0.362 2.640 -5.615  C29 1.095
41 H -2.575 2.395 -4.769  C30 1.096
42 H -2.492 4.076 -5.274  C30 1.092
43 H -1.178 5.284 -2.939  C32 1.090
44 H -2.415 5.042 -1.717  C32 1.096
45 H -3.137 6.993 -2.865  C33 1.095
46 H -4.182 5.671 -3.460  C33 1.095
47 H -4.577 6.202 -5.665  C35 1.094
48 H -3.353 7.117 -6.560  C35 1.093
49 H -4.118 7.852 -5.134  C35 1.092
50 C 3.210 -0.568 2.245  O51 1.414, H59 1.093, H60 1.095, H61 1.094
51 O 3.701 -1.818 2.688  C50 1.414, C52 1.427
52 C 2.650 -2.722 3.029  O51 1.427, C53 1.530, H62 1.095, H63 1.095
53 C 3.139 -4.169 2.941  C52 1.530, O54 1.435, H64 1.096, H65 1.092
54 O 3.186 -4.665 1.595  C53 1.435, C55 1.434
55 C 4.266 -4.170 0.791  O54 1.434, C56 1.531, H66 1.090, H67 1.096
56 C 5.619 -4.777 1.168  C55 1.531, O57 1.429, H68 1.095, H69 1.095
57 O 6.154 -4.118 2.317  C56 1.429, C58 1.419
58 C 7.123 -4.910 2.987  O57 1.419, H70 1.094, H71 1.093, H72 1.092
59 H 2.632 -0.078 3.033  C50 1.093
60 H 4.063 0.070 1.988  C50 1.095
61 H 2.596 -0.692 1.349  C50 1.094
62 H 1.794 -2.585 2.361  C52 1.095
63 H 2.344 -2.498 4.056  C52 1.095
64 H 2.409 -4.803 3.458  C53 1.096
65 H 4.096 -4.310 3.450  C53 1.092
66 H 4.293 -3.081 0.788  C55 1.090
67 H 4.031 -4.486 -0.232  C55 1.096
68 H 6.330 -4.637 0.348  C56 1.095
69 H 5.499 -5.848 1.364  C56 1.095
70 H 6.676 -5.843 3.342  C58 1.094
71 H 7.483 -4.351 3.856  C58 1.093
72 H 7.969 -5.122 2.329  C58 1.092

Results of the Mulliken charge analysis, in e, for atoms 1 through 2: number 1, N, carries -0.3805; number 2, C, carries 0.5328

Computed, not measured: a single C5H8O molecule, with ωB97M-V/def2-TZVPD.

- LUMO energy (eV) = 1.01
- maximum force (eV/A) = 1.4
- energy relative to the best compared isomer or geometry (same formula, charge and spin) (kJ/mol) = 116.8
- HOMO-LUMO gap (eV) = 10.27
- HOMO level (eV) = -9.258

Bonds (Å) are listed after each position.
Atoms and positions in Å:
1 O 1.884 -0.262 0.439  C2 1.418, H7 0.968
2 C 0.647 -0.805 0.006  O1 1.418, C3 1.559, C6 1.539, H8 1.092
3 C -0.506 -0.572 1.028  C2 1.559, C4 1.498, H9 1.097, H10 1.095
4 C -1.131 0.696 0.534  C3 1.498, C5 1.329, H11 1.085
5 C -0.628 1.056 -0.643  C4 1.329, C6 1.517, H12 1.076
6 C 0.164 -0.079 -1.263  C2 1.539, C5 1.517, H13 1.101, H14 1.093
7 H 1.827 0.703 0.375  O1 0.968
8 H 0.846 -1.868 -0.141  C2 1.092
9 H -0.076 -0.384 2.020  C3 1.097
10 H -1.197 -1.418 1.098  C3 1.095
11 H -1.781 1.348 1.110  C4 1.085
12 H -0.557 2.120 -0.786  C5 1.076
13 H -0.477 -0.749 -1.857  C6 1.101
14 H 0.987 0.215 -1.920  C6 1.093

Results of the Mulliken charge analysis, in e, for atoms 1 through 2: number 1, O, carries -0.5513; number 2, C, carries -0.0370

Computed, not measured: a single C18H19ClN4S molecule, with ωB97M-V/def2-TZVPD.

- LUMO energy (eV) = 0.52
- maximum force (eV/A) = 1.3
- energy relative to the best compared isomer or geometry (same formula, charge and spin) (kJ/mol) = 7.1
- HOMO-LUMO gap (eV) = 8.29
- HOMO level (eV) = -7.764

Bonds (Å) are listed after each position.
Atoms and positions in Å:
1 C -0.859 -3.175 -0.916  H2 1.088, H3 1.086, H4 1.087, C5 1.526
2 H 0.014 -2.916 -1.512  C1 1.088
3 H -0.910 -4.255 -0.820  C1 1.086
4 H -1.750 -2.828 -1.433  C1 1.087
5 C -0.776 -2.536 0.467  C1 1.526, N6 1.439, H42 1.094, H43 1.093
6 N -0.701 -1.102 0.379  C5 1.439, C7 1.369, C10 1.369
7 C -1.750 -0.227 0.284  N6 1.369, N8 1.305, S27 1.733
8 N -1.320 1.000 0.168  C7 1.305, N9 1.344
9 N 0.023 0.954 0.178  N8 1.344, C10 1.302
10 C 0.396 -0.287 0.298  N6 1.369, N9 1.302, C11 1.486
11 C 1.808 -0.749 0.344  C10 1.486, N12 1.438, H25 1.101, H26 1.104
12 N 2.665 0.397 0.484  C11 1.438, C13 1.369, H24 1.010
13 C 4.011 0.365 0.232  N12 1.369, C14 1.400, C18 1.398
14 C 4.712 1.569 0.091  C13 1.400, C15 1.378, H23 1.080
15 C 6.075 1.579 -0.110  C14 1.378, C16 1.387, H22 1.079
16 C 6.766 0.378 -0.178  C15 1.387, C17 1.383, Cl21 1.734
17 C 6.097 -0.825 -0.040  C16 1.383, C18 1.382, H20 1.079
18 C 4.730 -0.832 0.165  C13 1.398, C17 1.382, H19 1.079
19 H 4.226 -1.778 0.280  C18 1.079
20 H 6.641 -1.754 -0.092  C17 1.079
21 Cl 8.481 0.385 -0.437  C16 1.734
22 H 6.604 2.512 -0.218  C15 1.079
23 H 4.169 2.500 0.143  C14 1.080
24 H 2.189 1.278 0.351  N12 1.010
25 H 1.944 -1.432 1.197  C11 1.101
26 H 2.036 -1.315 -0.575  C11 1.104
27 S -3.405 -0.740 0.326  C7 1.733, C28 1.841
28 C -4.185 0.928 0.316  S27 1.841, C29 1.492, H40 1.089, H41 1.089
29 C -5.637 0.802 0.000  C28 1.492, C30 1.389, C34 1.390
30 C -6.581 0.758 1.019  C29 1.389, C31 1.383, H39 1.081
31 C -7.926 0.630 0.722  C30 1.383, C32 1.384, H38 1.080
32 C -8.341 0.539 -0.596  C31 1.384, C33 1.385, H37 1.080
33 C -7.405 0.575 -1.616  C32 1.385, C34 1.383, H36 1.080
34 C -6.061 0.705 -1.320  C29 1.390, C33 1.383, H35 1.081
35 H -5.331 0.732 -2.116  C34 1.081
36 H -7.724 0.503 -2.645  C33 1.080
37 H -9.391 0.439 -0.827  C32 1.080
38 H -8.652 0.601 1.521  C31 1.080
39 H -6.259 0.826 2.048  C30 1.081
40 H -4.012 1.356 1.303  C28 1.089
41 H -3.638 1.499 -0.433  C28 1.089
42 H -1.670 -2.787 1.045  C5 1.094
43 H 0.107 -2.894 1.003  C5 1.093

Results of the Mulliken charge analysis, in e, for atoms 1 through 2: number 1, C, carries -0.9210; number 2, H, carries 0.2934

Computed, not measured: a gas-phase ion, CNO7S (charge -1), with ωB97M-V/def2-TZVPD.

- LUMO energy (eV) = 2.77
- charge = -1
- maximum force (eV/A) = 4.0
- energy relative to the best compared isomer or geometry (same formula, charge and spin) (kJ/mol) = 208.8
- HOMO-LUMO gap (eV) = 8.68
- HOMO level (eV) = -5.907

Bonds (Å) are listed after each position.
Atoms and positions in Å:
1 C 0.343 1.387 -1.021  O3 1.194, O5 1.246, O9 1.486
2 N -0.468 -1.506 -0.080  O4 1.187, O6 1.203, S10 1.975
3 O 0.367 2.296 -1.796  C1 1.194
4 O -1.564 -1.518 -0.535  N2 1.187
5 O 0.610 0.199 -1.281  C1 1.246
6 O 0.362 -2.373 -0.165  N2 1.203
7 O 1.407 -0.123 1.440  S10 1.440
8 O -0.987 -0.072 2.038  S10 1.441
9 O -0.106 1.664 0.368  C1 1.486, S10 1.754
10 S 0.036 0.046 1.031  N2 1.975, O7 1.440, O8 1.441, O9 1.754

Results of the Mulliken charge analysis, in e, for atoms 1 through 2: number 1, C, carries 0.7444; number 2, N, carries 0.8730